(1)
A cluster of 11 separate species, C31H84N2O11 in total. Source: OMol25; level of theory: ωB97M-V/def2-TZVPD.

ΔE to the lowest compared entry with this formula, charge and spin   1.240 eV
SMILES   NC(N)=O.CC(C)O.CC(C)O.CC(C)O.CC(C)O.CC(C)O.CC(C)O.CC(C)O.CC(C)O.CC(C)O.CC(C)O
F_max   1.66 eV Å⁻¹
Orbital gap   9.4 eV
Electronic energy   -2168.6646 Ha

Geometry as ORCA input:
```
! RIJCOSX wB97M-V def2-TZVPD def2/J DEFGRID3
* xyz 0 1
N -4.870 -0.625 1.743
C -5.998 0.024 1.302
N -6.161 1.251 1.897
O -6.756 -0.433 0.470
H -4.406 -0.306 2.573
H -4.641 -1.480 1.268
H -6.964 1.812 1.694
H -5.370 1.597 2.413
C 3.415 -1.330 -0.979
C 4.620 -2.241 -1.042
C 5.821 -1.713 -0.291
O 4.180 -3.501 -0.485
H 2.558 -1.794 -1.456
H 3.578 -0.382 -1.496
H 3.161 -1.114 0.062
H 4.831 -2.455 -2.097
H 6.403 -0.947 -0.803
H 6.527 -2.532 -0.113
H 5.496 -1.358 0.690
H 4.863 -4.152 -0.664
C -1.769 0.300 3.555
C -2.545 1.347 4.343
C -1.643 2.482 4.806
O -3.585 1.863 3.479
H -1.114 -0.263 4.235
H -1.112 0.758 2.817
H -2.430 -0.462 3.145
H -3.070 0.876 5.176
H -1.170 2.218 5.754
H -2.194 3.409 4.977
H -0.896 2.713 4.044
H -3.416 2.786 3.255
C 2.299 -2.240 -4.291
C 1.408 -3.463 -4.269
C 1.850 -4.477 -5.296
O 1.438 -4.134 -3.005
H 2.504 -1.871 -5.295
H 3.270 -2.502 -3.839
H 2.021 -1.396 -3.656
H 0.373 -3.168 -4.489
H 1.858 -4.019 -6.293
H 1.117 -5.276 -5.412
H 2.840 -4.871 -5.077
H 1.462 -3.487 -2.293
C -1.344 3.470 -3.333
C -2.804 3.425 -3.743
C -3.440 4.816 -3.677
O -2.992 2.858 -5.038
H -0.845 2.498 -3.422
H -1.294 3.705 -2.268
H -0.745 4.127 -3.965
H -3.372 2.783 -3.068
H -3.215 5.334 -2.745
H -4.521 4.741 -3.816
H -3.108 5.449 -4.508
H -2.581 3.426 -5.698
C -2.722 -5.900 0.569
C -2.963 -4.763 1.577
C -1.670 -4.090 1.943
O -3.781 -3.753 0.994
H -3.503 -6.008 -0.180
H -2.594 -6.853 1.090
H -1.782 -5.722 0.037
H -3.432 -5.213 2.461
H -1.724 -3.345 2.737
H -1.253 -3.635 1.045
H -0.922 -4.821 2.272
H -4.669 -4.105 0.875
C 0.092 -0.102 -1.394
C -0.320 -0.942 -0.148
C -1.825 -1.034 0.029
O 0.234 -2.244 -0.314
H 0.684 -0.736 -2.047
H 0.690 0.757 -1.092
H -0.825 0.238 -1.878
H 0.079 -0.382 0.705
H -1.952 -1.598 0.954
H -2.256 -1.579 -0.810
H -2.292 -0.063 0.192
H 0.574 -2.528 0.542
C -1.086 3.420 0.881
C -2.405 4.153 0.902
C -3.551 3.353 0.275
O -2.809 4.505 2.253
H -0.747 3.373 -0.152
H -1.272 2.393 1.209
H -0.362 3.868 1.560
H -2.362 5.116 0.383
H -3.162 2.503 -0.299
H -4.075 3.973 -0.450
H -4.210 2.893 1.004
H -2.244 5.208 2.586
C 3.367 1.715 1.011
C 2.891 1.423 2.416
C 3.665 2.179 3.482
O 1.474 1.719 2.464
H 2.751 1.206 0.270
H 4.418 1.475 0.828
H 3.264 2.779 0.758
H 3.043 0.357 2.611
H 4.699 1.816 3.438
H 3.324 1.965 4.493
H 3.723 3.249 3.269
H 1.490 2.639 2.751
C 3.061 -2.899 2.816
C 1.592 -3.119 3.136
C 1.327 -3.647 4.540
O 0.933 -1.852 2.964
H 3.292 -2.989 1.751
H 3.708 -3.635 3.303
H 3.406 -1.894 3.075
H 1.148 -3.863 2.472
H 0.253 -3.677 4.733
H 1.744 -2.955 5.280
H 1.722 -4.653 4.685
H 1.440 -1.231 3.496
C 2.552 4.191 -3.332
C 2.453 3.041 -4.326
C 2.198 1.733 -3.577
O 1.400 3.335 -5.229
H 2.851 5.126 -3.804
H 3.243 3.925 -2.531
H 1.563 4.375 -2.902
H 3.416 2.968 -4.848
H 1.531 1.910 -2.730
H 3.123 1.424 -3.078
H 1.811 0.931 -4.203
H 1.023 2.520 -5.571
*
```

=====

(2)
A cluster of 13 separate species, C31H85B2O18 in total. Source: OMol25; level of theory: ωB97M-V/def2-TZVPD.

F_max   2.44 eV Å⁻¹
Orbital gap   5.0 eV
Electronic energy   -2636.0598 Ha

Geometry as ORCA input:
```
! RIJCOSX wB97M-V def2-TZVPD def2/J DEFGRID3
* xyz -1 1
C 0.767 -0.893 6.360
C 1.975 -1.353 5.910
B 2.123 -2.176 4.514
O 2.520 -3.624 4.468
C 2.602 -3.846 3.112
C 3.004 -2.438 2.397
C 1.844 -1.922 1.481
C 2.237 -1.546 0.069
O 1.243 -0.664 -0.578
C -0.024 -0.950 -0.237
O -0.645 -1.920 -0.578
B 4.384 -2.850 1.802
O 4.533 -3.417 0.535
O 5.533 -2.650 2.562
O 2.998 -1.573 3.506
H 0.035 -1.598 6.744
H 0.455 0.148 6.330
H 2.892 -1.116 6.461
H 0.964 -2.181 4.023
H 1.683 -4.309 2.744
H 3.434 -4.561 2.979
H 1.053 -2.661 1.496
H 1.467 -1.035 1.977
H 2.269 -2.441 -0.542
H 3.179 -1.021 -0.003
H -0.527 -0.202 0.390
H 4.438 -4.373 0.533
H 5.803 -3.502 2.915
C 3.277 2.091 -2.309
C 2.019 2.909 -2.513
O 1.098 2.224 -3.364
H 3.757 1.888 -3.269
H 3.981 2.618 -1.664
H 3.037 1.128 -1.854
H 2.257 3.863 -2.985
H 1.534 3.111 -1.554
H 0.887 1.388 -2.935
C 2.695 6.838 -0.612
C 1.981 5.637 -0.018
O 2.905 4.601 0.293
H 3.237 6.550 -1.515
H 1.986 7.629 -0.862
H 3.431 7.236 0.092
H 1.263 5.231 -0.730
H 1.441 5.923 0.893
H 3.538 4.959 0.926
C 3.693 -8.964 4.219
C 3.348 -7.718 3.422
O 4.515 -7.170 2.805
H 4.433 -8.729 4.985
H 2.807 -9.379 4.702
H 4.128 -9.730 3.571
H 2.936 -6.947 4.071
H 2.609 -7.945 2.647
H 4.877 -7.840 2.219
C -2.701 0.414 -2.675
C -2.787 1.171 -3.988
O -3.851 2.130 -3.964
H -3.643 -0.095 -2.471
H -1.900 -0.328 -2.698
H -2.519 1.097 -1.842
H -2.993 0.488 -4.812
H -1.850 1.688 -4.195
H -3.667 2.743 -3.247
C -2.085 3.276 4.313
C -2.099 2.425 5.571
O -0.789 2.014 5.931
H -1.637 2.721 3.489
H -3.096 3.577 4.029
H -1.483 4.176 4.462
H -2.681 1.519 5.413
H -2.546 2.982 6.405
H -0.261 2.803 6.083
C -1.626 7.395 -2.179
C -1.253 8.558 -1.277
O 0.110 8.940 -1.459
H -0.982 6.538 -1.980
H -2.664 7.097 -2.026
H -1.494 7.663 -3.230
H -1.366 8.281 -0.231
H -1.897 9.420 -1.478
H 0.222 9.198 -2.378
C -5.847 -1.466 -4.002
C -6.458 -2.339 -2.923
O -6.912 -3.589 -3.476
H -6.573 -1.267 -4.790
H -5.509 -0.516 -3.589
H -4.996 -1.966 -4.470
H -7.319 -1.846 -2.475
H -5.732 -2.550 -2.134
H -6.148 -4.028 -3.862
C 6.683 7.506 0.950
C 6.069 6.677 2.063
O 5.574 5.433 1.573
H 5.948 7.695 0.167
H 7.048 8.462 1.328
H 7.519 6.974 0.489
H 5.224 7.201 2.508
H 6.807 6.484 2.848
H 6.318 4.960 1.188
C -9.557 -2.288 -6.876
C -8.592 -3.436 -7.118
O -7.446 -3.334 -6.283
H -9.062 -1.333 -7.058
H -10.430 -2.362 -7.527
H -9.897 -2.284 -5.838
H -8.240 -3.427 -8.148
H -9.088 -4.396 -6.932
H -7.743 -3.353 -5.362
C 5.571 -5.423 -3.710
C 4.325 -5.101 -2.904
O 4.551 -5.261 -1.510
H 5.895 -6.446 -3.515
H 5.387 -5.311 -4.780
H 6.393 -4.762 -3.428
H 3.511 -5.774 -3.173
H 3.999 -4.073 -3.097
H 5.259 -4.658 -1.258
C 4.023 3.017 3.584
C 3.360 1.690 3.921
O 2.132 1.562 3.207
H 3.359 3.851 3.823
H 4.960 3.146 4.131
H 4.236 3.072 2.514
H 3.126 1.626 4.983
H 4.013 0.851 3.665
H 2.338 1.605 2.269
C -10.240 -4.408 -0.733
C -9.001 -3.837 -0.066
O -7.866 -4.644 -0.347
H -10.420 -5.426 -0.385
H -11.122 -3.802 -0.515
H -10.108 -4.453 -1.816
H -9.128 -3.809 1.015
H -8.810 -2.815 -0.414
H -7.753 -4.655 -1.305
*
```

=====

(3)
A cluster of 9 separate species, C31H86N6O9 in total. Source: OMol25; level of theory: ωB97M-V/def2-TZVPD.

ΔE to the lowest compared entry with this formula, charge and spin   1.966 eV
SMILES   COC[C@H](C)N.COC[C@H](C)N.COC[C@H](C)N.COC[C@H](C)N.COC[C@H](C)N.COC[C@H](C)N.CC(C)O.CCO.CCO
F_max   2.64 eV Å⁻¹
Orbital gap   9.4 eV
Electronic energy   -2238.2015 Ha

Geometry as ORCA input:
```
! RIJCOSX wB97M-V def2-TZVPD def2/J DEFGRID3
* xyz 0 1
C 14.794 7.582 15.724
O 14.236 8.841 15.383
C 15.052 9.962 15.079
C 14.253 11.122 14.515
C 13.534 10.897 13.196
N 15.038 12.311 14.328
H 15.309 7.104 14.890
H 13.909 7.062 16.090
H 15.429 7.727 16.598
H 15.548 10.292 15.992
H 15.879 9.660 14.436
H 13.440 11.383 15.192
H 12.820 11.710 13.062
H 12.971 9.967 13.281
H 14.186 10.780 12.330
H 15.494 12.546 15.198
H 14.369 13.040 14.125
C 18.648 18.137 8.246
O 17.363 17.623 8.783
C 16.865 18.476 9.885
C 15.604 17.928 10.567
C 14.942 18.880 11.576
N 15.830 16.665 11.257
H 19.422 18.207 9.011
H 18.442 19.158 7.925
H 18.988 17.584 7.371
H 17.651 18.615 10.627
H 16.610 19.483 9.553
H 14.921 17.735 9.740
H 14.433 19.634 10.975
H 15.601 19.252 12.360
H 14.118 18.444 12.140
H 14.973 16.136 11.181
H 16.410 16.116 10.637
C 9.625 16.637 14.293
O 9.303 17.877 13.768
C 8.132 17.932 12.972
C 7.898 19.402 12.530
C 7.464 20.254 13.660
N 6.906 19.481 11.505
H 9.875 15.934 13.499
H 8.837 16.220 14.921
H 10.521 16.708 14.910
H 8.290 17.225 12.158
H 7.296 17.473 13.501
H 8.804 19.826 12.095
H 8.310 20.418 14.327
H 6.626 19.755 14.146
H 7.042 21.186 13.283
H 7.370 19.096 10.694
H 6.873 20.481 11.362
C 10.357 14.557 8.850
O 9.742 15.798 8.660
C 9.870 16.693 9.794
C 11.086 17.598 9.516
C 11.269 18.626 10.604
N 10.685 18.313 8.289
H 11.434 14.540 8.688
H 9.898 13.777 8.242
H 10.271 14.131 9.850
H 8.978 17.316 9.721
H 9.908 16.273 10.799
H 12.035 17.069 9.428
H 10.471 19.365 10.674
H 12.178 19.192 10.406
H 11.267 18.213 11.613
H 9.902 18.943 8.392
H 10.394 17.554 7.690
C 11.323 13.698 15.776
O 10.313 13.558 14.875
C 9.074 13.102 15.443
C 9.064 11.589 15.659
C 9.157 10.665 14.467
N 7.892 11.074 16.343
H 11.287 14.625 16.348
H 12.283 13.809 15.271
H 11.440 12.842 16.440
H 9.061 13.627 16.398
H 8.207 13.357 14.834
H 9.858 11.413 16.384
H 10.080 10.866 13.923
H 8.306 10.833 13.807
H 9.016 9.598 14.641
H 7.800 11.504 17.253
H 7.082 11.439 15.862
C 16.966 15.027 6.948
O 16.186 13.880 7.170
C 15.655 13.950 8.510
C 14.943 12.617 8.831
C 13.693 12.402 7.987
N 14.482 12.448 10.219
H 16.463 15.992 7.016
H 17.347 14.960 5.929
H 17.842 15.034 7.597
H 16.439 14.079 9.255
H 14.952 14.773 8.633
H 15.722 11.872 8.671
H 13.146 11.490 8.225
H 13.957 12.379 6.930
H 12.956 13.197 8.105
H 15.263 12.521 10.855
H 14.289 11.467 10.361
C 18.978 16.432 12.858
C 18.030 16.341 14.052
C 18.585 16.888 15.397
O 16.935 17.130 13.732
H 19.877 15.910 13.186
H 19.139 17.496 12.685
H 18.594 15.878 12.002
H 17.726 15.296 14.118
H 17.900 16.984 16.239
H 18.995 17.898 15.400
H 19.395 16.253 15.757
H 16.642 16.963 12.833
C 15.192 16.446 17.062
C 14.676 17.644 16.258
O 15.738 18.464 15.732
H 15.685 15.645 16.510
H 14.379 15.932 17.575
H 15.946 16.755 17.786
H 14.012 18.204 16.916
H 14.062 17.430 15.383
H 16.132 17.979 15.003
C 12.852 15.843 13.069
C 12.719 14.588 12.235
O 13.302 14.826 10.971
H 12.488 15.661 14.081
H 12.319 16.652 12.571
H 13.892 16.146 13.194
H 11.665 14.313 12.196
H 13.352 13.828 12.694
H 13.600 13.965 10.670
*
```

=====

Q: What is the F_max in the first record?
A: 1.66 eV Å⁻¹

=====

Q: orbital gap of number 1 (C31H84N2O11)?
A: 9.4 eV